i | The following is a quantum chemistry calculation of a single C7H6N2O2 molecule, from OMol25.

HOMO (eV): -8.23
Frontier orbital gap (eV): 8.85
SMILES: O=c1[nH]c2ccc(O)cc2[nH]1
LUMO (eV): 0.62
Multiplicity: 1

Geometry (Å):
1 C -1.98 -0.19 -0.09
2 C -1.67 1.12 0.08
3 C -0.36 1.59 -0.03
4 C 0.63 0.66 -0.18
5 C 2.72 -0.29 0.08
6 C 0.41 -0.68 -0.28
7 C -0.95 -1.17 -0.04
8 H -3.44 -1.60 0.01
9 H -2.48 1.81 0.05
10 H -0.17 2.61 0.07
11 H 2.54 1.80 0.39
12 H 1.78 -2.23 -0.11
13 H -1.24 -2.25 0.05
14 N 2.03 0.89 -0.23
15 N 1.63 -1.19 -0.09
16 O -3.34 -0.58 0.14
17 O 3.89 -0.31 0.20

Atom charges from the natural (NBO) analysis, given in e for atoms 1 to 8: 0.290 -0.276 -0.197 0.093 0.770 0.134 -0.298 0.480

ii | The following is a quantum chemistry calculation of a single C7H6N2O2 molecule, from OMol25.

HOMO (eV): -9.28
Frontier orbital gap (eV): 8.45
SMILES: NC(=O)c1cccc(N=O)c1
LUMO (eV): -0.83
Multiplicity: 1

Geometry (Å):
1 C 1.40 -1.45 0.52
2 C 0.35 -0.50 0.10
3 C -0.68 -0.70 -0.80
4 C -1.57 0.29 -1.22
5 C -1.42 1.60 -0.74
6 C -0.36 1.83 0.17
7 C 0.51 0.83 0.55
8 H 0.09 -3.04 0.23
9 H 1.60 -3.44 0.94
10 H -0.80 -1.71 -1.24
11 H -2.34 0.06 -1.96
12 H -2.12 2.43 -0.97
13 H 1.38 1.04 1.18
14 N 1.07 -2.76 0.44
15 N -0.25 3.20 0.57
16 O 2.53 -1.10 0.87
17 O 0.62 3.42 1.37

Atom charges from the natural (NBO) analysis, given in e for atoms 1 to 8: 0.647 -0.163 -0.153 -0.228 -0.146 -0.018 -0.126 0.389

Most stable structure - i; separation to the second - 0.868 eV.